No. 1
{
  "formula": "C7H11F2N3O5S",
  "method": "ωB97M-V/def2-TZVPD",
  "elements": ["O", "N", "O", "C", "N", "C", "C", "O", "F", "S", "O", "O", "F", "H", "H", "H", "H", "C", "C", "C", "C", "N", "H", "H", "H", "H", "H", "H", "H"],
  "coordinates": [[-3.369478, 2.975287, 2.123754], [-3.970476, 2.144620, 1.528571], [-4.364935, 1.123371, 2.371924], [-4.013855, -0.100831, 1.611917], [-2.717169, 0.186162, 0.918282], [-2.727923, -0.174950, -0.535714], [-1.793555, 0.933201, -1.282629], [-1.377301, 0.743294, -2.442787], [-1.468296, 2.173661, -0.644143], [-1.360618, -0.455969, 1.759461], [-0.047539, 0.098127, 1.260879], [-1.534041, -0.029564, 3.206366], [-1.310589, -2.137757, 1.786869], [-3.922617, -0.968112, 2.358183], [-4.887085, -0.286640, 0.896006], [-2.273882, -1.191158, -0.785840], [-3.777727, -0.010420, -0.972405], [4.943793, 0.192684, -0.719868], [3.641582, 0.273684, -1.509468], [2.609444, -0.764395, -1.063590], [3.159171, -2.149185, -1.262202], [3.592372, -3.239621, -1.419606], [5.441979, -0.769982, -0.861605], [5.638013, 0.968778, -1.051753], [4.762820, 0.332676, 0.350279], [3.863455, 0.142551, -2.573552], [3.215322, 1.274140, -1.390677], [1.691967, -0.656990, -1.648178], [2.357170, -0.626660, -0.008474]],
  "forces_ev_per_angstrom": [[-1.4, -1.0, -0.9], [1.2, 2.5, 0.3], [0.7, -2.4, 0.1], [-1.2, 0.2, 1.1], [0.1, -3.4, -0.4], [1.2, 2.2, -0.8], [1.7, 0.0, -4.1], [-1.9, 0.8, 5.3], [-1.2, -3.2, -0.9], [4.2, 3.9, 5.7], [-4.4, -2.7, -0.4], [-0.7, -2.3, -4.7], [-0.6, 2.7, -0.9], [-0.2, 1.6, -1.0], [1.6, 0.1, 0.6], [-0.8, 1.4, 0.3], [1.7, -0.5, 0.8], [0.1, 0.0, 0.0], [0.3, 0.2, 0.0], [0.5, -0.7, -0.3], [0.8, -2.8, -0.3], [-1.4, 3.7, 0.5], [-0.1, 0.0, 0.0], [-0.1, 0.0, 0.1], [0.0, 0.0, -0.1], [-0.1, 0.0, 0.1], [-0.1, -0.1, 0.0], [0.1, -0.2, 0.1], [0.0, -0.1, -0.1]],
  "total_energy_ha": -1411.50396,
  "gap_ev": 9.78,
  "homo_energy_ev": -11.1,
  "charge": 0,
  "e_lumo_ha": -0.0469
}

---

No. 2
{
  "formula": "C7H11F3IN2O3P",
  "method": "ωB97M-V/def2-TZVPD",
  "elements": ["O", "P", "I", "N", "C", "C", "N", "C", "H", "H", "H", "H", "H", "C", "C", "O", "C", "O", "C", "F", "F", "F", "H", "H", "H", "H", "H", "H"],
  "coordinates": [[1.291510, -1.112444, 4.431030], [0.507598, -2.261794, 3.432253], [1.004495, -1.807724, 1.034100], [-1.273037, -1.979263, 3.522118], [-1.937698, -0.692213, 3.628274], [-3.425985, -1.180862, 3.641919], [-3.443681, -2.625806, 3.526012], [-2.090129, -3.153066, 3.473140], [2.161912, -0.911353, 3.993130], [-1.531652, 0.369020, 3.688045], [-4.373477, -0.560087, 3.729313], [-4.267455, -3.237329, 3.482066], [-1.780378, -4.249813, 3.389614], [0.135841, 2.645876, -3.797730], [0.458706, 1.212483, -4.183876], [1.803975, 0.843851, -3.934583], [2.190872, 0.452539, -2.588532], [1.389229, -0.485461, -2.116477], [2.367286, 1.669052, -1.607755], [2.928905, 2.733158, -2.244215], [3.218104, 1.367908, -0.592199], [1.230027, 2.122995, -1.037549], [0.960161, 3.318697, -4.045919], [-0.767491, 2.984174, -4.314652], [-0.060117, 2.733506, -2.729899], [0.338004, 1.133430, -5.269978], [-0.258992, 0.509003, -3.750707], [3.241401, 0.161313, -2.760026]],
  "forces_ev_per_angstrom": [[-0.7, -0.6, -2.0], [1.9, -1.0, 0.3], [-0.2, 0.8, 0.5], [-1.2, 0.4, 0.2], [-5.7, -4.9, -0.2], [3.8, 0.1, -0.2], [3.9, 1.4, 0.1], [-2.0, 4.7, 0.3], [-1.1, 0.0, 0.5], [-0.3, -2.0, -0.2], [1.5, -1.2, -0.2], [0.5, 0.7, 0.1], [-0.4, 2.1, 0.2], [-0.3, 0.2, 0.3], [0.1, 0.0, -0.3], [0.2, 0.8, 0.1], [-1.0, -1.1, 0.2], [0.3, 0.2, 1.0], [-0.1, 0.3, -0.9], [0.0, 0.0, 0.3], [-0.3, -0.1, -0.1], [0.2, -0.2, 0.2], [-0.1, -0.1, -0.1], [0.0, 0.0, -0.1], [0.0, 0.1, -0.1], [0.2, -0.1, 0.0], [0.2, 0.0, 0.3], [0.2, -0.1, -0.1]],
  "total_energy_ha": -1547.04995,
  "gap_ev": 4.23,
  "homo_energy_ev": -6.1,
  "charge": 0,
  "e_lumo_ha": -0.0697
}

---

No. 3
{
  "formula": "C7H11FGaNOPSn",
  "method": "ωB97M-V/def2-TZVPD",
  "elements": ["C", "C", "F", "Ga", "P", "O", "C", "C", "C", "C", "N", "C", "H", "H", "H", "H", "H", "H", "H", "H", "H", "H", "H", "Sn"],
  "coordinates": [[-2.872127, -1.928239, 0.411213], [-2.252680, -0.394109, 0.166039], [-3.127434, 0.254924, -0.881123], [-0.396258, -0.642329, -0.709222], [-0.405251, 0.619623, -2.732569], [0.099525, -0.283777, -3.932256], [1.183521, 0.149125, 0.407123], [2.445196, -0.852380, 0.861186], [3.603125, 0.002302, 1.689557], [3.569028, 1.592615, 2.028085], [2.396290, 2.417523, 1.621177], [1.326802, 1.704556, 0.867073], [-3.210865, -2.382923, -0.618620], [-3.782300, -1.849176, 1.168579], [-2.019085, -2.639032, 0.843367], [-2.220368, 0.239165, 1.150673], [-0.014691, -2.160589, -1.054893], [-1.708828, 1.203116, -2.919665], [0.557775, 1.717638, -2.580658], [2.505240, -1.991032, 0.600554], [4.569874, -0.598852, 2.034115], [4.463125, 2.119355, 2.601110], [0.412229, 2.396743, 0.527853], [-5.121842, 1.305754, -1.548696]],
  "forces_ev_per_angstrom": [[-0.1, 1.0, 0.3], [0.4, -2.6, 1.9], [-1.1, 0.8, -0.1], [1.4, -0.5, 1.5], [2.7, -1.3, -3.4], [-1.7, 2.2, 3.0], [3.8, 1.0, 2.4], [0.2, 6.3, 1.3], [-1.6, 0.1, -1.0], [-3.4, -2.4, -2.2], [0.3, -5.3, -1.2], [1.6, -1.3, 0.4], [0.7, 0.9, 2.0], [1.9, -0.5, -1.6], [-1.9, 1.7, -0.9], [-0.7, -0.9, -2.1], [-0.4, 0.5, 0.0], [-0.1, 0.1, 0.0], [-1.1, -0.5, 0.0], [0.0, 2.5, 0.6], [-2.3, 1.5, -0.8], [-2.2, -1.3, -1.4], [2.3, -1.5, 1.0], [1.3, -0.5, 0.2]],
  "total_energy_ha": -2982.86665,
  "gap_ev": 2.56,
  "homo_energy_ev": -10.7,
  "charge": 1,
  "e_lumo_ha": -0.2974
}

---

No. 4
{
  "formula": "C7H11I2N2O5SY",
  "method": "ωB97M-V/def2-TZVPD",
  "elements": ["C", "I", "H", "H", "H", "C", "C", "N", "H", "I", "N", "H", "Y", "C", "O", "C", "C", "H", "H", "H", "C", "H", "H", "H", "O", "S", "O", "O", "O"],
  "coordinates": [[2.523213, -4.076666, -2.500369], [1.698437, -2.896703, -0.950972], [3.457580, -3.556706, -2.761828], [1.812984, -4.070314, -3.327305], [2.682506, -5.091769, -2.123874], [-1.598383, 2.399956, -1.389984], [-0.425488, 1.063751, -0.007516], [-1.572007, 1.799956, -0.147555], [-0.068140, 2.386493, -2.979891], [2.202876, 3.018433, 1.635796], [0.267470, 1.287873, -1.162631], [-2.413406, 3.028687, -1.704149], [0.431457, 0.825757, 2.170415], [-0.461592, -1.402766, 0.663621], [-1.227451, -2.239784, 0.503304], [-0.445222, 2.087514, -2.019291], [1.598250, 0.766424, -1.414548], [2.346823, 1.425476, -0.934848], [1.754654, 0.646730, -2.496826], [1.711915, -0.237867, -0.970247], [-2.594161, 1.941220, 0.893338], [-3.593695, 2.059443, 0.432107], [-2.353214, 2.817117, 1.527154], [-2.611118, 1.057402, 1.553872], [0.005206, 0.004795, 4.378518], [-0.693192, -1.093055, 3.585341], [-1.300682, -2.175345, 4.299346], [-1.605409, -0.280969, 2.658575], [0.469794, -1.495083, 2.590433]],
  "forces_ev_per_angstrom": [[0.6, -0.1, -0.5], [-0.1, -0.2, 0.3], [-0.3, -0.5, -0.1], [0.1, 0.0, 0.0], [0.1, 0.2, -0.1], [-0.3, 0.4, 0.1], [-0.4, 2.3, -1.0], [0.3, -0.7, -0.6], [0.0, -0.1, -0.1], [0.5, 0.6, 0.0], [-0.7, -0.5, 0.5], [0.0, -0.1, 0.0], [1.0, -0.4, 0.8], [-1.1, -1.7, -1.3], [0.6, 0.9, 0.3], [-0.1, 0.1, 0.1], [0.6, -0.3, 0.2], [-0.3, -0.2, -0.5], [0.0, 0.2, 0.4], [-0.2, 0.6, -0.2], [-0.2, 0.1, 0.2], [0.5, 0.0, 0.1], [-0.2, -0.3, -0.3], [0.1, 0.4, -0.5], [-0.8, -1.0, 0.0], [2.1, 0.9, -1.4], [0.0, 0.3, 0.1], [0.0, -1.0, 1.0], [-1.6, -0.1, 2.6]],
  "total_energy_ha": -1790.98055,
  "gap_ev": [3.28, 2.04],
  "homo_energy_ev": [0.9, 2.0],
  "charge": -2,
  "e_lumo_ha": [0.1525, 0.1481]
}

---

No. 5
{
  "formula": "C7H11IN",
  "method": "ωB97M-V/def2-TZVPD",
  "elements": ["C", "C", "C", "C", "C", "C", "C", "N", "I", "H", "H", "H", "H", "H", "H", "H", "H", "H", "H", "H"],
  "coordinates": [[-0.981765, 1.368317, 0.155944], [0.790562, -0.635229, -0.520181], [1.185464, 0.864082, -0.668262], [0.145776, -1.389234, 0.678744], [0.007177, 1.889847, -0.687909], [-1.288448, -0.974943, 1.041423], [-1.618448, 0.495640, 0.807729], [-2.451661, 3.072695, 0.462659], [-2.932399, 4.323412, -0.850751], [0.189474, -0.805797, -1.320050], [1.556699, -1.387242, -0.732279], [1.997372, 1.022013, 0.137520], [1.794664, 0.843556, -1.641861], [0.317556, -2.427538, 0.372453], [0.792203, -1.248174, 1.481324], [0.366875, 2.767696, -0.399779], [-0.635683, 1.975405, -1.644860], [-1.837565, -1.646980, 0.320760], [-1.437145, -1.361753, 1.977839], [-2.658158, 0.833254, 1.292818]],
  "forces_ev_per_angstrom": [[-0.4, 0.5, 1.3], [0.6, -0.7, 1.1], [2.6, -2.1, 0.4], [0.4, 1.7, -1.4], [-1.7, -3.1, -3.1], [1.4, -1.2, -4.0], [-3.6, -1.2, 2.6], [0.7, -0.8, 0.0], [-0.1, 0.3, -0.3], [-2.3, -0.6, -2.6], [1.0, 1.2, -0.2], [-1.6, 0.7, -1.0], [-1.2, 0.6, 1.2], [-1.0, 0.0, 0.4], [1.1, 0.3, 1.8], [1.4, 4.0, 1.2], [1.9, 0.0, 0.6], [-0.4, 1.2, 0.7], [-1.1, -0.2, 2.6], [2.4, -0.6, -1.1]],
  "total_energy_ha": -625.23079,
  "gap_ev": [7.12, 7.24],
  "homo_energy_ev": [-13.6, -13.6],
  "charge": 1,
  "e_lumo_ha": [-0.2385, -0.2322]
}